(1)
2 unconnected molecules or ions with the total composition C17H20N3O at a distorted geometry. Source: OMol25; level of theory: wB97M-V/def2-TZVPD.

For the total energy, the calculation gives -24463.3783 eV. As for the HOMO energy: -11.8528 eV. As for the LUMO energy: -4.36 eV. The calculation puts the frontier orbital gap at 7.490 eV.

Geometry as ORCA input:
```
! RIJCOSX wB97M-V def2-TZVPD def2/J DEFGRID3
* xyz 1 1
C -0.59603 -1.46522 -3.07780
N -0.11628 -0.17401 -2.54067
C -0.30163 0.78820 -3.64973
N 1.22905 -0.24637 -2.14120
C 2.29625 -0.17859 -3.01486
O 2.22351 0.16710 -4.18441
H -1.43396 -1.24278 -3.74959
H 0.18016 -2.01314 -3.63278
H -0.97956 -2.10039 -2.28695
H -0.30765 0.26551 -4.62608
H -1.28558 1.25979 -3.52681
H 0.45500 1.57141 -3.65421
H 1.41463 -0.63090 -1.20556
H 3.22654 -0.50098 -2.50907
C -1.96382 1.27041 -0.85406
C -1.26293 0.01489 -0.51363
N -0.56718 -0.05306 0.63869
C -0.46961 -1.16394 1.51732
C -1.29159 -2.28821 1.53488
C -1.20671 -3.12715 2.66177
C -0.37706 -2.80039 3.74532
C 0.36952 -1.60562 3.76098
C 0.30380 -0.77257 2.63757
C 0.73095 0.58785 2.43281
C 0.15396 1.02749 1.22205
C 0.40253 2.29512 0.71035
C 1.23167 3.15342 1.45984
C 1.81097 2.73228 2.66372
C 1.56048 1.44857 3.16587
H -2.86206 0.99003 -1.41632
H -2.28927 1.83104 0.03806
H -1.38337 1.94679 -1.50319
H -1.65810 -0.94528 -0.87098
H -1.97840 -2.47973 0.70888
H -1.81868 -4.03710 2.69751
H -0.33466 -3.47914 4.60735
H 0.99149 -1.31076 4.60649
H -0.01047 2.61276 -0.24071
H 1.43309 4.16372 1.09568
H 2.46822 3.40847 3.21481
H 2.01278 1.08047 4.07865
*
```

---

(2)
A single C17H20N4O4S2 molecule at a distorted geometry. Source: OMol25; level of theory: wB97M-V/def2-TZVPD.

For the total energy, the calculation gives -53773.0234 eV. As for the HOMO energy: -7.9784 eV. As for the LUMO energy: -0.10 eV. The calculation puts the frontier orbital gap at 7.881 eV. Its SMILES is COc1cc(/C=N/NC(=S)Nc2cccc(S(=O)(=O)N(C)C)c2)ccc1O.

Geometry as ORCA input:
```
! RIJCOSX wB97M-V def2-TZVPD def2/J DEFGRID3
* xyz 0 1
C -4.49844 -2.68969 -1.34586
O -4.33397 -1.77643 -0.28884
C -3.05490 -1.46494 0.10849
C -1.89298 -1.95068 -0.45509
C -0.64498 -1.54830 0.03754
C 0.55776 -2.05553 -0.57479
N 1.70488 -1.70476 -0.14322
N 2.81474 -2.18152 -0.71041
C 4.05780 -1.92348 -0.22557
S 5.32877 -2.84456 -0.73340
N 4.22205 -0.95889 0.71467
C 3.40877 0.14420 0.97951
C 3.33771 0.64143 2.27952
C 2.55640 1.74690 2.56670
C 1.83819 2.37525 1.56188
C 1.93065 1.88915 0.27152
S 1.05642 2.71068 -1.06115
O 0.99031 4.11067 -0.75168
O 1.64746 2.29897 -2.30178
N -0.46770 2.02333 -0.93419
C -0.94450 1.25159 -2.05282
C -1.47056 2.79376 -0.24170
C 2.70768 0.79446 -0.03544
C -0.58549 -0.65766 1.10896
C -1.74487 -0.17234 1.67629
C -2.98405 -0.56127 1.18640
O -4.11693 -0.06808 1.73947
H -5.57380 -2.79632 -1.47794
H -4.05511 -2.31211 -2.27234
H -4.06442 -3.66394 -1.10196
H -1.93043 -2.64219 -1.28270
H 0.44782 -2.75127 -1.41564
H 2.76813 -2.88255 -1.45437
H 5.10023 -1.01264 1.21365
H 3.89832 0.15495 3.06407
H 2.50987 2.11974 3.57843
H 1.23945 3.24906 1.75715
H -0.07879 0.84521 -2.56744
H -1.51734 1.86685 -2.75674
H -1.57463 0.43873 -1.68890
H -0.96520 3.48105 0.42936
H -2.08367 3.37681 -0.93795
H -2.11317 2.12305 0.33097
H 2.78429 0.48901 -1.06551
H 0.37862 -0.35764 1.48239
H -1.71631 0.51313 2.50782
H -4.87406 -0.46117 1.28265
*
```

---

(3)
A molecular structure, C17H20N5O3Rh. Source: OMol25; level of theory: wB97M-V/def2-TZVPD.

For the total energy, the calculation gives -34532.6027 eV. As for the HOMO energy (alpha / beta): -14.2272 / -14.4283 eV. As for the LUMO energy (alpha / beta): -6.44 / -9.70 eV. The calculation puts the frontier orbital gap (alpha / beta) at 7.783 / 4.723 eV.

Geometry as ORCA input:
```
! RIJCOSX wB97M-V def2-TZVPD def2/J DEFGRID3
* xyz 2 5
Rh -0.53758 1.10439 -0.17428
C -1.37518 -3.01114 1.39207
N -0.59796 -1.73356 1.18623
C 0.60790 -1.55136 1.73315
C 1.39653 -0.42632 1.65209
C 2.68861 -0.30619 2.23150
C 3.16507 0.95250 1.91099
C 2.17181 1.56608 1.15347
N 1.09256 0.75856 0.99187
C -0.50269 -4.21230 1.22099
C 0.12659 -4.45742 -0.00045
C 0.92044 -5.57853 -0.15397
C 1.08375 -6.46530 0.90714
C 0.45660 -6.22686 2.12037
C -0.33376 -5.09717 2.28057
H -2.18817 -2.96848 0.66592
H -1.80115 -2.96194 2.39348
H 0.97012 -2.41725 2.27143
H 3.18200 -1.06880 2.81369
H 4.11079 1.38689 2.18679
H 2.17996 2.55257 0.72008
H -0.01391 -3.78069 -0.83686
H 1.40211 -5.77290 -1.10241
H 1.69780 -7.34641 0.78106
H 0.57892 -6.91874 2.94209
H -0.82883 -4.91533 3.22710
C -3.69903 1.41958 -3.14982
O -2.99880 1.55305 -1.85006
C -1.81298 1.10235 -1.77277
O -1.04690 0.59055 -2.54688
H -4.13133 0.42444 -3.18684
H -2.98582 1.57745 -3.95349
H -4.46609 2.18333 -3.12872
C 0.49063 5.70279 -2.73317
N 0.37236 5.31633 -1.31742
C 0.56688 6.35405 -0.29012
C 0.15635 4.09415 -0.98471
N -0.03788 2.98907 -0.68304
H -0.23907 6.48092 -2.94859
H 0.30302 4.83989 -3.36599
H 1.49565 6.07795 -2.91892
H -0.12078 7.17401 -0.48751
H 1.59295 6.71598 -0.33243
H 0.36050 5.94144 0.69355
O -2.33640 -0.84498 0.04846
N -1.11558 -0.79668 0.39437
*
```

---

(4)
13 unconnected molecules or ions with the total composition C17H21BrCl36N2O4P at a distorted geometry. Source: OMol25; level of theory: wB97M-V/def2-TZVPD.

For the total energy, the calculation gives -559277.4562 eV. As for the HOMO energy: -5.3415 eV. As for the LUMO energy: 1.58 eV. The calculation puts the frontier orbital gap at 6.919 eV.

Geometry as ORCA input:
```
! RIJCOSX wB97M-V def2-TZVPD def2/J DEFGRID3
* xyz -1 1
C 0.28250 -1.29293 0.02437
C 0.94508 0.14351 -0.16551
O 2.08555 0.17817 -0.76559
N 0.34008 1.40994 0.23221
C 1.35101 2.46058 0.54866
N -0.56949 1.27331 1.28044
C -1.99352 1.29974 0.83933
C -2.74953 0.08761 1.63433
O -3.13548 -0.96250 1.01155
O -2.95124 0.23449 2.99787
P -2.26833 0.99284 -1.01090
O -1.54075 2.20785 -1.98909
Br -4.51975 1.34237 -1.33202
H -0.41922 -1.53971 -0.84112
H -0.27692 -1.37841 1.03911
H 1.13932 -2.05319 0.08200
H 2.32797 2.05108 0.97913
H 1.58352 3.13551 -0.35631
H 0.91983 3.15206 1.36314
H -0.35593 0.49038 1.91115
H -2.45879 2.29946 1.19552
H -0.69321 1.79714 -2.30597
C 1.48782 0.75559 -4.95305
Cl 0.37264 -0.60037 -4.73186
Cl 0.97127 1.77125 -6.30843
Cl 1.60910 1.71219 -3.46933
H 2.47358 0.35449 -5.18218
C -2.11453 -3.79614 1.30655
Cl -0.65469 -3.26912 2.15728
Cl -1.69442 -4.86267 -0.04415
Cl -3.22318 -4.61077 2.42012
H -2.61583 -2.91250 0.90698
C -5.02796 3.32992 -5.17048
Cl -3.82351 3.07269 -3.90509
Cl -4.83403 2.12884 -6.45593
Cl -6.66418 3.26330 -4.49698
H -4.87318 4.31898 -5.59769
C 3.86707 5.43606 1.73769
Cl 2.20506 5.37410 2.33895
Cl 4.83829 4.13556 2.44455
Cl 3.89644 5.34519 -0.02920
H 4.30158 6.38769 2.03842
C 0.47252 -8.57314 0.52334
Cl 2.23967 -8.67841 0.54588
Cl -0.06932 -7.04193 1.22203
Cl -0.13942 -8.75399 -1.12784
H 0.07363 -9.38605 1.12723
C -3.07037 -2.22635 -5.79695
Cl -2.43675 -2.59001 -7.41016
Cl -1.86673 -2.60614 -4.55590
Cl -3.56184 -0.53100 -5.69023
H -3.94665 -2.84854 -5.62485
C 5.72742 1.69304 -1.05803
Cl 5.02288 2.71232 -2.32253
Cl 7.19625 2.43818 -0.40427
Cl 4.55133 1.40114 0.22833
H 5.99609 0.73612 -1.49946
C -9.82742 0.79794 -3.39134
Cl -8.42665 1.40443 -2.49899
Cl -9.30977 -0.19397 -4.76268
Cl -10.89465 -0.12628 -2.32337
H -10.38365 1.65050 -3.77642
C 7.20524 1.35929 -5.14757
Cl 7.86235 0.30498 -6.40832
Cl 5.44485 1.47895 -5.29416
Cl 7.66704 0.76724 -3.54653
H 7.62765 2.35373 -5.27911
C 6.30937 8.80962 3.14499
Cl 7.56951 8.46530 4.33831
Cl 6.31544 7.58903 1.86400
Cl 4.72129 8.88593 3.92172
H 6.51836 9.77870 2.69584
C -0.80325 -4.98888 5.97951
Cl 0.65181 -4.45239 6.83386
Cl -0.37697 -6.06301 4.64073
Cl -1.91670 -5.79492 7.09463
H -1.30303 -4.11234 5.56962
C -1.58532 -5.69449 11.42878
Cl -2.43157 -4.34890 12.20734
Cl -2.65701 -7.09463 11.27091
Cl -0.96310 -5.20695 9.84661
H -0.74255 -5.97775 12.05656
*
```

---

Energy above the lowest of the compared OMol25 structures with the same formula, charge and spin (computed, kcal/mol): 71.6 65.5 43.5 0.0